[1]
{
  "formula": "CH4BrN2",
  "method": "wB97M-V/def2-TZVPD",
  "e_lumo_ev": [-7.45, -6.28],
  "e_above_lowest_kcal_mol": 144.2,
  "charge": 1,
  "symbols": ["C", "N", "N", "Br", "H", "H", "H", "H"],
  "coordinates": [[0.781, 0.289, 0.455], [-1.563, 0.608, -0.504], [0.970, -0.770, -0.261], [-2.856, 0.023, 0.454], [1.564, 0.581, 1.227], [-1.116, 1.511, -0.167], [1.836, -1.208, -0.214], [0.383, -1.034, -0.989]],
  "mulliken_charge": [0.03, -0.36, -0.14, 0.30, 0.31, 0.33, 0.25, 0.29]
}

[2]
{
  "formula": "C48H108O18",
  "method": "wB97M-V/def2-TZVPD",
  "e_lumo_ev": 0.57,
  "e_above_lowest_kcal_mol": 95.4,
  "smiles": "C1CCOC1.C1CCOC1.C1CCOC1.C1CCOC1.C1CCOC1.C1CCOC1.COCCOC.COCCOC.COCCOC.COCCOC.COCCOC.COCCOC",
  "charge": 0,
  "symbols": ["C", "C", "C", "O", "C", "H", "H", "H", "H", "H", "H", "H", "H", "C", "C", "C", "O", "C", "H", "H", "H", "H", "H", "H", "H", "H", "C", "C", "C", "O", "C", "H", "H", "H", "H", "H", "H", "H", "H", "C", "C", "C", "O", "C", "H", "H", "H", "H", "H", "H", "H", "H", "C", "C", "C", "O", "C", "H", "H", "H", "H", "H", "H", "H", "H", "C", "C", "C", "O", "C", "H", "H", "H", "H", "H", "H", "H", "H", "C", "O", "C", "C", "O", "C", "H", "H", "H", "H", "H", "H", "H", "H", "H", "H", "C", "O", "C", "C", "O", "C", "H", "H", "H", "H", "H", "H", "H", "H", "H", "H", "C", "O", "C", "C", "O", "C", "H", "H", "H", "H", "H", "H", "H", "H", "H", "H", "C", "O", "C", "C", "O", "C", "H", "H", "H", "H", "H", "H", "H", "H", "H", "H", "C", "O", "C", "C", "O", "C", "H", "H", "H", "H", "H", "H", "H", "H", "H", "H", "C", "O", "C", "C", "O", "C", "H", "H", "H", "H", "H", "H", "H", "H", "H", "H"],
  "coordinates": [[-4.525, 0.967, -0.051], [-4.334, -0.200, 0.956], [-4.317, -1.395, 0.018], [-5.414, -1.109, -0.899], [-5.152, 0.241, -1.289], [-3.606, 1.519, -0.332], [-5.220, 1.721, 0.272], [-5.236, -0.248, 1.594], [-3.410, -0.166, 1.550], [-4.518, -2.352, 0.492], [-3.370, -1.543, -0.494], [-6.123, 0.558, -1.711], [-4.356, 0.198, -2.061], [1.875, 4.079, 1.003], [2.825, 3.302, 1.928], [2.881, 1.951, 1.212], [3.023, 2.346, -0.161], [2.344, 3.606, -0.311], [1.901, 5.173, 1.129], [0.822, 3.755, 1.194], [2.469, 3.238, 2.949], [3.860, 3.635, 2.001], [2.001, 1.336, 1.418], [3.739, 1.351, 1.437], [1.490, 3.513, -0.990], [3.078, 4.349, -0.725], [-1.171, 3.849, -2.505], [-1.218, 4.171, -0.971], [-2.692, 4.254, -0.694], [-3.349, 3.589, -1.824], [-2.577, 3.967, -2.926], [-0.841, 2.791, -2.438], [-0.363, 4.449, -2.991], [-0.679, 5.096, -0.722], [-0.803, 3.379, -0.365], [-3.062, 5.287, -0.724], [-3.047, 3.793, 0.209], [-2.883, 4.969, -3.216], [-2.846, 3.323, -3.778], [-3.627, -1.589, -4.441], [-3.710, -0.032, -4.594], [-2.471, 0.496, -3.823], [-2.027, -0.543, -2.939], [-2.364, -1.804, -3.626], [-3.561, -2.168, -5.374], [-4.493, -1.923, -3.911], [-4.642, 0.350, -4.171], [-3.681, 0.326, -5.607], [-2.769, 1.414, -3.279], [-1.607, 0.744, -4.470], [-2.408, -2.521, -2.855], [-1.488, -2.025, -4.218], [-1.601, 5.995, 4.960], [-1.243, 4.677, 4.413], [-2.165, 4.685, 3.117], [-2.025, 5.971, 2.615], [-2.025, 6.874, 3.686], [-0.823, 6.536, 5.543], [-2.451, 6.024, 5.590], [-1.448, 3.782, 4.957], [-0.205, 4.646, 4.095], [-3.211, 4.611, 3.456], [-2.015, 3.996, 2.284], [-3.007, 7.332, 3.787], [-1.277, 7.665, 3.585], [-4.061, 1.658, 4.343], [-3.383, 0.642, 5.274], [-2.893, 1.481, 6.471], [-3.435, 2.789, 6.310], [-4.460, 2.773, 5.303], [-4.932, 1.185, 3.909], [-3.437, 2.047, 3.561], [-2.520, 0.153, 4.790], [-4.112, -0.113, 5.630], [-1.814, 1.622, 6.573], [-3.131, 0.980, 7.449], [-4.467, 3.749, 4.818], [-5.454, 2.604, 5.771], [4.391, 1.125, -2.830], [2.990, 0.925, -3.087], [2.179, 2.069, -3.367], [2.172, 2.475, -4.799], [3.464, 2.920, -5.189], [3.484, 3.416, -6.448], [4.917, 1.530, -3.663], [4.782, 0.096, -2.667], [4.651, 1.794, -2.045], [2.533, 2.906, -2.772], [1.179, 1.776, -3.066], [1.479, 3.303, -4.881], [1.791, 1.627, -5.358], [4.416, 3.966, -6.605], [2.644, 4.143, -6.516], [3.388, 2.673, -7.223], [1.552, -1.713, -4.286], [1.850, -2.523, -5.364], [0.759, -2.812, -6.213], [1.118, -3.875, -7.213], [0.765, -5.207, -6.823], [1.438, -5.678, -5.694], [2.502, -1.456, -3.821], [0.935, -2.182, -3.536], [1.083, -0.758, -4.674], [0.414, -1.903, -6.660], [-0.068, -3.190, -5.581], [2.234, -3.836, -7.414], [0.569, -3.777, -8.147], [1.076, -6.665, -5.637], [1.131, -5.040, -4.885], [2.492, -5.552, -5.775], [-3.026, -2.872, 3.591], [-2.135, -2.120, 2.835], [-0.887, -2.688, 2.613], [-0.888, -3.747, 1.501], [-1.398, -4.931, 2.083], [-1.485, -5.989, 1.147], [-2.550, -3.107, 4.546], [-3.457, -3.710, 3.044], [-3.847, -2.170, 3.736], [-0.490, -3.123, 3.556], [-0.202, -1.879, 2.307], [0.135, -3.901, 1.150], [-1.412, -3.403, 0.601], [-2.404, -5.832, 0.564], [-1.647, -6.872, 1.750], [-0.614, -6.046, 0.506], [1.924, -0.772, 3.873], [2.940, -1.608, 4.435], [3.329, -1.172, 5.691], [4.339, -2.117, 6.273], [5.420, -2.294, 5.391], [6.363, -1.296, 5.419], [2.184, 0.301, 4.028], [0.949, -0.900, 4.330], [1.751, -0.938, 2.835], [2.465, -1.060, 6.334], [3.744, -0.144, 5.545], [3.965, -3.150, 6.378], [4.639, -1.795, 7.281], [6.824, -1.263, 4.419], [7.178, -1.471, 6.209], [5.938, -0.344, 5.681], [5.173, -3.389, -1.293], [3.906, -3.932, -1.197], [3.854, -5.381, -1.073], [2.509, -5.716, -0.478], [1.496, -5.870, -1.487], [0.932, -4.592, -1.889], [5.847, -3.865, -0.559], [5.075, -2.330, -1.091], [5.654, -3.575, -2.275], [4.625, -5.703, -0.347], [3.966, -5.806, -2.094], [2.297, -4.889, 0.201], [2.536, -6.738, -0.098], [-0.080, -4.891, -2.102], [1.410, -4.183, -2.757], [1.122, -3.832, -1.170], [-0.622, 0.997, 2.211], [-0.781, 1.408, 0.886], [-1.018, 0.330, -0.090], [0.255, -0.293, -0.659], [1.068, -0.917, 0.320], [2.337, -1.267, -0.188], [-1.318, 0.276, 2.579], [-0.810, 1.932, 2.684], [0.355, 0.553, 2.448], [-1.538, 0.745, -0.919], [-1.597, -0.462, 0.436], [0.830, 0.465, -1.194], [-0.132, -0.973, -1.435], [2.224, -1.923, -1.034], [2.850, -1.813, 0.604], [2.869, -0.354, -0.517]],
  "mulliken_charge": [0.36, 0.65, 0.11, -0.60, -0.06, -0.97, 0.54, 0.28, -0.70, 0.40, -0.27, 0.46, -0.57, 0.28, -0.99, 0.17, -0.25, 0.15, 0.48, -0.55, 0.43, 0.30, -0.43, 0.58, -0.42, 0.36, 0.94, 1.20, -0.50, -0.39, -1.15, -0.76, 0.38, 0.72, -1.64, 0.32, 0.09, 0.33, 0.45, -0.81, -0.65, -0.51, 1.07, -0.76, 0.40, 0.25, 0.36, 0.51, -0.61, 0.55, 0.58, 0.03, -0.83, 0.29, 0.48, -0.42, -0.57, 0.36, 0.26, 0.01, 0.11, 0.11, -0.56, 0.30, 0.32, 0.84, 0.37, -0.55, -0.43, -0.68, 0.25, -0.70, -0.50, 0.36, 0.26, 0.28, 0.35, 0.30, -0.83, 0.29, 0.50, -0.87, -0.31, -0.74, 0.37, 0.16, 0.20, 0.05, -0.43, 0.50, 0.41, 0.25, 0.30, 0.29, 0.27, -0.41, -0.40, -0.68, -0.44, -0.29, 0.19, -0.28, 0.05, 0.53, 0.26, 0.28, 0.32, 0.35, -0.05, 0.31, -0.98, 0.31, 0.22, 0.48, -0.43, -0.63, 0.28, 0.19, 0.30, 0.69, -0.93, -0.10, 0.02, 0.27, 0.28, 0.14, 0.00, -0.25, -0.25, -0.61, -0.32, -0.68, 0.24, 0.31, -0.50, 0.33, 0.21, 0.28, 0.38, 0.23, 0.24, 0.33, -0.70, 0.02, -0.74, -0.38, -0.53, -0.35, 0.35, 0.09, 0.25, 0.52, 0.32, 0.09, 0.45, 0.44, 0.31, -0.03, 0.93, 0.81, 1.16, 0.51, 0.69, -0.53, -0.84, 0.19, -0.94, -0.73, -1.23, -0.43, -0.10, 0.04, 0.38, -0.33]
}

[3]
{
  "formula": "C4H8InO4",
  "method": "wB97M-V/def2-TZVPD",
  "e_lumo_ev": -0.84,
  "e_above_lowest_kcal_mol": 141.4,
  "charge": -1,
  "symbols": ["In", "O", "C", "C", "O", "H", "H", "H", "H", "O", "C", "C", "O", "H", "H", "H", "H"],
  "coordinates": [[1.786, 0.888, 1.443], [0.536, 4.998, -1.879], [-0.696, 5.523, -2.443], [-2.103, 4.561, -2.473], [-2.178, 3.427, -1.630], [-0.565, 5.814, -3.485], [-0.991, 6.479, -2.011], [-2.436, 4.190, -3.442], [-2.956, 5.218, -2.303], [-0.258, -4.068, 1.404], [0.389, -5.094, 2.152], [1.945, -5.259, 2.335], [2.692, -4.134, 2.735], [-0.072, -6.070, 1.998], [0.177, -4.843, 3.191], [2.498, -5.534, 1.437], [2.234, -6.096, 2.970]],
  "mulliken_charge": [0.75, -0.63, -0.21, -0.29, -0.59, 0.21, 0.21, 0.23, 0.22, -0.62, -0.23, -0.33, -0.64, 0.27, 0.17, 0.26, 0.22]
}

[4]
{
  "formula": "C3H4N2O",
  "method": "wB97M-V/def2-TZVPD",
  "e_lumo_ev": 0.63,
  "e_above_lowest_kcal_mol": 50.4,
  "smiles": "Oc1ccn[nH]1",
  "charge": 0,
  "symbols": ["O", "C", "C", "C", "N", "N", "H", "H", "H", "H"],
  "coordinates": [[-1.975, 0.222, 0.290], [-0.677, -0.120, 0.151], [0.382, 0.706, 0.406], [1.488, 0.104, -0.197], [1.224, -1.079, -0.747], [-0.273, -1.261, -0.400], [-1.941, 1.193, 0.287], [0.365, 1.477, 1.149], [2.459, 0.629, -0.214], [-1.052, -1.872, -0.725]],
  "mulliken_charge": [-0.52, 0.47, -0.43, -0.23, -0.57, -0.06, 0.33, 0.35, 0.37, 0.28]
}

[5]
{
  "formula": "C6H14O",
  "method": "wB97M-V/def2-TZVPD",
  "e_lumo_ev": 1.00,
  "e_above_lowest_kcal_mol": 40.8,
  "smiles": "CCCCCCO",
  "charge": 0,
  "symbols": ["C", "C", "C", "C", "C", "C", "O", "H", "H", "H", "H", "H", "H", "H", "H", "H", "H", "H", "H", "H", "H"],
  "coordinates": [[2.277, -0.084, 2.249], [1.340, 0.219, 1.052], [-0.128, -0.385, 1.172], [-1.312, -0.213, 0.183], [-0.700, -0.307, -1.250], [-1.189, 0.616, -2.345], [-2.533, 0.776, -2.844], [3.319, 0.183, 1.864], [2.024, 0.518, 3.109], [2.438, -1.112, 2.571], [1.979, -0.104, 0.203], [1.181, 1.309, 1.014], [0.085, -1.433, 1.299], [-0.398, -0.025, 2.169], [-1.910, -1.082, 0.471], [-1.791, 0.719, 0.406], [0.402, -0.212, -1.185], [-0.677, -1.386, -1.560], [-0.661, 0.380, -3.257], [-0.867, 1.678, -2.136], [-2.878, -0.056, -3.183]],
  "mulliken_charge": [-1.27, -0.21, -0.80, -0.51, -0.16, -0.82, -0.53, 0.31, 0.33, 0.36, 0.36, 0.20, 0.33, 0.34, 0.23, 0.38, 0.15, 0.33, 0.41, 0.28, 0.29]
}

[6]
{
  "formula": "C22H31I2NO4RhSSi",
  "method": "wB97M-V/def2-TZVPD",
  "e_lumo_ev": [-7.38, -7.36],
  "charge": 1,
  "symbols": ["Rh", "I", "I", "O", "C", "N", "C", "C", "C", "C", "C", "C", "C", "C", "C", "H", "H", "H", "H", "C", "C", "C", "C", "O", "Si", "S", "O", "C", "C", "C", "C", "O", "C", "C", "C", "C", "H", "H", "H", "H", "H", "H", "H", "H", "H", "H", "H", "H", "H", "H", "H", "H", "H", "H", "H", "H", "H", "H", "H", "H", "H", "H", "H"],
  "coordinates": [[1.298, -3.159, 0.701], [2.149, -4.959, -0.865], [3.288, -2.206, 2.004], [1.128, -5.362, 2.875], [1.202, -4.549, 2.108], [-8.521, -2.770, 0.593], [-7.375, -2.832, 0.583], [-5.952, -2.908, 0.571], [-5.229, -2.076, -0.290], [-3.856, -2.152, -0.305], [-3.191, -3.059, 0.536], [-3.930, -3.890, 1.400], [-5.305, -3.813, 1.418], [-1.790, -3.147, 0.511], [-0.567, -3.230, 0.519], [-5.753, -1.383, -0.932], [-3.276, -1.519, -0.960], [-3.408, -4.583, 2.045], [-5.885, -4.443, 2.076], [-0.372, 0.528, -3.118], [-0.890, 1.372, -1.965], [-2.394, 1.219, -1.802], [-0.505, 2.836, -2.133], [-0.318, 0.906, -0.712], [1.174, 0.491, -0.284], [1.366, -1.618, -1.001], [1.352, 0.409, 1.301], [0.860, 1.299, 2.349], [1.760, 1.040, 3.547], [-0.582, 0.915, 2.644], [0.970, 2.742, 1.877], [2.255, 1.288, -1.154], [3.692, 1.452, -1.256], [4.337, 1.287, 0.106], [4.192, 0.403, -2.241], [3.901, 2.862, -1.791], [-0.858, 0.829, -4.045], [-0.590, -0.529, -2.954], [0.703, 0.654, -3.246], [-2.910, 1.569, -2.695], [-2.746, 1.797, -0.949], [-2.649, 0.173, -1.643], [-0.928, 3.232, -3.056], [0.577, 2.943, -2.176], [-0.887, 3.427, -1.302], [1.718, -0.010, 3.834], [1.438, 1.641, 4.395], [2.793, 1.297, 3.314], [-0.636, -0.122, 2.977], [-1.199, 1.034, 1.754], [-0.985, 1.550, 3.432], [1.997, 2.979, 1.599], [0.672, 3.420, 2.677], [0.319, 2.927, 1.022], [4.142, 0.298, 0.512], [3.960, 2.030, 0.808], [5.415, 1.413, 0.021], [3.992, -0.605, -1.869], [5.267, 0.502, -2.380], [3.706, 0.522, -3.208], [3.505, 3.598, -1.093], [3.397, 2.983, -2.749], [4.963, 3.057, -1.934]],
  "mulliken_charge": [-0.65, 0.05, -0.11, -0.11, 0.44, -0.41, -0.17, 0.71, -0.55, -0.54, 0.52, -0.51, -0.72, 0.39, -0.38, 0.49, 0.39, 0.49, 0.49, -1.41, 1.64, -1.14, -1.66, 0.29, -0.94, 0.07, 0.61, 1.44, -1.67, -1.43, -1.20, 0.77, 1.50, -1.07, -1.57, -1.67, 0.51, 0.29, 0.13, 0.45, 0.36, -0.06, 0.52, 0.14, 0.34, 0.29, 0.44, 0.33, 0.30, 0.14, 0.49, 0.24, 0.55, 0.13, -0.03, 0.24, 0.57, 0.30, 0.49, 0.30, 0.36, 0.32, 0.46]
}

[7]
{
  "formula": "C4H9NO2",
  "method": "wB97M-V/def2-TZVPD",
  "e_lumo_ev": 0.90,
  "e_above_lowest_kcal_mol": 19.4,
  "smiles": "NC(=O)CCCO",
  "charge": 0,
  "symbols": ["N", "C", "O", "C", "C", "C", "O", "H", "H", "H", "H", "H", "H", "H", "H", "H"],
  "coordinates": [[-0.200, 2.921, -0.413], [0.240, 1.649, -0.588], [0.872, 1.355, -1.588], [-0.115, 0.593, 0.503], [0.630, -0.713, 0.171], [-0.178, -1.982, -0.102], [-0.519, -2.652, 1.102], [0.043, 3.638, -1.078], [-0.765, 3.167, 0.370], [0.116, 0.940, 1.525], [-1.205, 0.444, 0.495], [1.149, -0.501, -0.774], [1.383, -0.929, 0.938], [-1.087, -1.779, -0.704], [0.481, -2.622, -0.709], [-0.844, -3.527, 0.851]],
  "mulliken_charge": [-0.38, 0.60, -0.63, -0.76, -0.51, -0.51, -0.53, 0.24, 0.18, 0.33, 0.35, 0.32, 0.33, 0.34, 0.31, 0.30]
}

In order of appearance, max |F| = 3.79, 3.18, 4.77, 2.20, 2.69, 1.65, 0.55 eV/Å.
In order of appearance, molecular weight = 123.961, 973.374, 234.922, 84.078, 102.177, 790.360, 103.121 g/mol.